Molecular formula: C2H2Cl3NO
Method: DFT, ωB97M-V/def2-TZVPD

## Properties
- ΔE to the lowest compared entry with this formula, charge and spin (kJ/mol) = 333.2
- multiplicity = 1
- orbital gap (eV) = 10.4
- highest occupied orbital energy (Eh) = -0.3765
- charge = 0
- F_max (Eh/bohr) = 0.041

Each atom is followed by the atoms it is bonded to, with distances in Å.
CARTESIAN COORDINATES (ANGSTROEM)
1 C 1.47110 -0.18903 0.47060  N2 1.174, H4 1.105
2 N 2.15964 0.04659 -0.45087  C1 1.174, O3 1.197
3 O 2.51091 0.22785 -1.58067  N2 1.197
4 H 1.42848 -0.55242 1.51320  C1 1.105
5 Cl -3.00568 -0.32348 -0.82388  C6 1.800
6 C -1.43634 0.01200 -0.00940  Cl5 1.800, Cl7 1.785, Cl8 1.837, H9 1.138
7 Cl -0.85438 1.65310 -0.40387  C6 1.785
8 Cl -1.46612 -0.09979 1.82404  C6 1.837
9 H -0.80760 -0.77483 -0.53915  C6 1.138

***

Molecular formula: C20H22Cl4F6O18
Method: DFT, ωB97M-V/def2-TZVPD

## Properties
- ΔE to the lowest compared entry with this formula, charge and spin (kJ/mol) = 232.8
- multiplicity = 1
- orbital gap (eV) = 10.8
- highest occupied orbital energy (Eh) = -0.4054
- charge = 0
- F_max (Eh/bohr) = 0.124

Each atom is followed by the atoms it is bonded to, with distances in Å.
CARTESIAN COORDINATES (ANGSTROEM)
1 O -12.00299 -1.74634 29.79442  C2 1.223
2 C -12.61432 -0.93688 29.11034  O1 1.223, O3 1.367, O7 1.385
3 O -12.92002 0.33574 29.50382  C2 1.367, C4 1.385
4 C -13.83040 0.88442 28.61646  O3 1.385, C5 1.559, H8 1.090, H9 1.090
5 C -13.73676 0.02509 27.31847  C4 1.559, F6 1.301, O7 1.451, H10 1.090
6 F -12.79373 0.42740 26.51786  C5 1.301
7 O -13.25153 -1.20747 27.91121  C2 1.385, C5 1.451
8 H -14.84921 0.70551 28.96016  C4 1.090
9 H -13.75073 1.92925 28.31633  C4 1.090
10 H -14.66051 -0.17310 26.77486  C5 1.090
11 O -19.75277 11.64646 26.56449  C12 1.236
12 C -19.17664 10.95520 25.71786  O11 1.236, O13 1.382, O17 1.371
13 O -19.65165 10.60218 24.46900  C12 1.382, C14 1.430
14 C -18.91790 9.52014 23.89072  O13 1.430, C15 1.520, H18 1.090, H19 1.090
15 C -17.57708 9.75490 24.56718  C14 1.520, F16 1.368, O17 1.455, H20 1.090
16 F -16.84026 10.66975 23.86690  C15 1.368
17 O -18.00313 10.26137 25.86346  C12 1.371, C15 1.455
18 H -19.32706 8.57070 24.23606  C14 1.090
19 H -18.85299 9.55512 22.80322  C14 1.090
20 H -16.96154 8.86679 24.71022  C15 1.090
21 O -15.13375 2.62854 25.51584  C22 1.214
22 C -16.09156 1.94902 25.20736  O21 1.214, O23 1.343, O27 1.331
23 O -17.07171 1.67497 26.08420  C22 1.343, C24 1.351
24 C -17.79959 0.60737 25.68956  O23 1.351, C25 1.540, H28 1.090, H29 1.090
25 C -17.53566 0.53834 24.17360  C24 1.540, F26 1.334, O27 1.411, H30 1.090
26 F -18.49477 1.10254 23.43762  C25 1.334
27 O -16.30985 1.23433 24.10601  C22 1.331, C25 1.411
28 H -17.28964 -0.18495 26.23755  C24 1.090
29 H -18.82960 0.54321 26.04038  C24 1.090
30 H -17.42871 -0.50903 23.89135  C25 1.090
31 O -16.99748 6.26147 23.08470  C32 1.230
32 C -16.99409 5.34947 22.25919  O31 1.230, O33 1.350, O37 1.351
33 O -17.10953 4.06089 22.64334  C32 1.350, C34 1.425
34 C -16.85162 3.13758 21.58883  O33 1.425, C35 1.476, H38 1.090, H39 1.090
35 C -16.80125 4.04018 20.42171  C34 1.476, F36 1.310, O37 1.402, H40 1.090
36 F -17.89850 3.92776 19.71488  C35 1.310
37 O -16.74012 5.34464 20.93259  C32 1.351, C35 1.402
38 H -15.91658 2.70703 21.94718  C34 1.090
39 H -17.74322 2.51068 21.57670  C34 1.090
40 H -15.97865 3.74449 19.77056  C35 1.090
41 O -15.86138 3.31708 28.83424  C42 1.262
42 C -15.74024 4.32259 28.08064  O41 1.262, O43 1.357, O47 1.271
43 O -16.77635 5.00598 27.53203  C42 1.357, C44 1.384
44 C -16.31725 5.73984 26.45198  O43 1.384, C45 1.502, H48 1.090, H49 1.090
45 C -14.90226 5.96082 26.90323  C44 1.502, F46 1.364, O47 1.439, H50 1.090
46 F -14.81749 7.02415 27.75281  C45 1.364
47 O -14.62651 4.77281 27.66630  C42 1.271, C45 1.439
48 H -16.47060 5.15442 25.54541  C44 1.090
49 H -16.80481 6.70563 26.31911  C44 1.090
50 H -14.24132 6.18504 26.06597  C45 1.090
51 O -16.03260 6.86178 31.80599  C52 1.275
52 C -16.45849 5.69623 32.09854  O51 1.275, O53 1.300, O57 1.398
53 O -15.96938 4.95858 33.05052  C52 1.300, C54 1.432
54 C -16.80733 3.81026 33.21966  O53 1.432, C55 1.476, H58 1.090, H59 1.090
55 C -17.47491 3.69274 31.90857  C54 1.476, F56 1.380, O57 1.359, H60 1.090
56 F -18.75805 3.21483 32.07802  C55 1.380
57 O -17.46572 4.97305 31.45360  C52 1.398, C55 1.359
58 H -16.24343 2.91318 33.47530  C54 1.090
59 H -17.45205 4.05253 34.06450  C54 1.090
60 H -16.98051 3.08422 31.15138  C55 1.090
61 Cl -19.01295 0.15058 31.36293  C62 1.822
62 C -17.63736 -0.02410 30.18068  Cl61 1.822, Cl63 1.770, H64 1.090, H65 1.090
63 Cl -17.96754 -1.09322 28.80884  C62 1.770
64 H -17.36185 0.92808 29.72731  C62 1.090
65 H -16.82450 -0.46365 30.75874  C62 1.090
66 Cl -10.21546 3.04747 27.62315  C67 1.776
67 C -11.39503 3.71441 26.47588  Cl66 1.776, Cl68 1.858, H69 1.090, H70 1.090
68 Cl -10.86405 5.43440 26.01652  C67 1.858
69 H -11.53176 3.06998 25.60748  C67 1.090
70 H -12.37146 3.85672 26.93896  C67 1.090

***

Molecular formula: C5H11N3
Method: DFT, ωB97M-V/def2-TZVPD

## Properties
- ΔE to the lowest compared entry with this formula, charge and spin (kJ/mol) = 665.0
- multiplicity = 1
- orbital gap (eV) = 8.7
- highest occupied orbital energy (Eh) = -0.6633
- charge = +2
- F_max (Eh/bohr) = 0.140

Each atom is followed by the atoms it is bonded to, with distances in Å.
CARTESIAN COORDINATES (ANGSTROEM)
1 C -0.82799 -2.81802 -1.71552  N2 1.160, H9 1.042
2 N -0.74584 -2.30978 -0.67577  C1 1.160, C3 1.383
3 C -0.42901 -1.97686 0.62892  N2 1.383, C4 1.391, H10 1.052
4 C -0.39066 -0.74459 1.27341  C3 1.391, N5 1.628, H11 1.049
5 N -0.63030 0.59103 0.37329  C4 1.628, N6 1.524, C7 1.408
6 N -0.45212 1.73216 1.36769  N5 1.524, H12 1.102, H13 1.051, H14 1.002
7 C -0.02818 0.85235 -0.87194  N5 1.408, C8 1.488, H15 1.159, H16 1.108
8 C 1.43701 1.07217 -0.73631  C7 1.488, H17 1.094, H18 1.068, H19 1.129
9 H -1.12976 -3.34502 -2.56284  C1 1.042
10 H -0.35448 -2.91252 1.10432  C3 1.052
11 H -0.09791 -0.58806 2.26886  C4 1.049
12 H -0.07253 2.57729 0.77114  N6 1.102
13 H 0.35252 1.42430 1.96945  N6 1.051
14 H -1.32233 1.87334 1.84427  N6 1.002
15 H -0.15791 -0.17390 -1.39566  C7 1.159
16 H -0.59657 1.70043 -1.30306  C7 1.108
17 H 1.76585 1.21930 -1.76928  C8 1.094
18 H 1.85545 1.78922 -0.06441  C8 1.068
19 H 1.82475 0.03717 -0.50656  C8 1.129